{"formula": "C6H9N2O", "method": "ωB97M-V/def2-TZVPD", "elements": ["C", "C", "C", "C", "C", "C", "N", "N", "O", "H", "H", "H", "H", "H", "H", "H", "H", "H"], "positions_angstrom": [[-1.687, 0.267, 1.445], [-1.080, -0.958, 1.394], [-0.961, 1.119, 0.596], [0.037, -0.846, 0.501], [0.962, 1.132, -0.921], [0.942, -1.813, 0.141], [0.055, 0.474, 0.049], [0.173, 1.644, -1.994], [0.957, -3.046, 0.514], [-2.550, 0.544, 2.016], [-1.383, -1.836, 1.932], [-1.152, 2.151, 0.369], [1.462, 1.934, -0.367], [1.715, 0.393, -1.219], [1.762, -1.578, -0.531], [0.300, 2.625, -2.195], [0.211, 1.107, -2.846], [0.239, -3.313, 1.115]], "relative_energy_kj_mol": 0.00, "smiles": "NC[N+]1=CC=C/C1=C\\O", "orbital_gap_ha": 0.3205, "homo_energy_ev": -13.8, "multiplicity": 1, "charge": 1}

{"formula": "C6H9N2O2", "method": "ωB97M-V/def2-TZVPD", "elements": ["C", "C", "C", "C", "N", "N", "H", "H", "H", "H", "H", "H", "C", "C", "O", "O", "H", "H", "H"], "positions_angstrom": [[-1.590, -1.910, 2.984], [-0.701, -1.089, -0.394], [-1.251, -1.273, 1.628], [-1.405, 0.066, 1.276], [-0.899, -2.017, 0.579], [-0.901, 0.211, -0.024], [-0.484, -1.334, -1.430], [0.671, 1.264, -3.455], [-1.747, 0.957, 1.768], [-2.427, -1.643, 3.594], [-0.731, -1.881, 3.633], [-1.608, -2.945, 2.601], [1.648, 1.582, -1.241], [2.339, 1.908, -2.534], [1.567, 1.571, -3.621], [3.473, 2.261, -2.622], [1.011, 0.675, -1.304], [0.696, 2.122, -0.980], [2.340, 1.476, -0.457]], "relative_energy_kj_mol": 187.79, "orbital_gap_ha": 0.2435, "homo_energy_ev": -3.3, "multiplicity": 1, "charge": -1}